{"formula": "C16H16ClN3O3", "method": "ωB97M-V with the def2-TZVPD basis set", "homo_energy_ev": -8.21, "multiplicity": 1, "relative_energy_ev": 1.433, "total_charge": 0, "lumo_energy_ev": 0.595, "species": ["C", "C", "N", "N", "C", "O", "C", "N", "C", "O", "C", "C", "C", "C", "C", "Cl", "C", "C", "C", "C", "C", "C", "O", "H", "H", "H", "H", "H", "H", "H", "H", "H", "H", "H", "H", "H", "H", "H", "H"], "coordinates": [[-4.96, -1.54, 1.13], [-3.79, -0.96, 0.39], [-2.84, -1.78, 0.12], [-1.72, -1.41, -0.52], [-0.76, -2.34, -0.79], [-0.82, -3.51, -0.51], [0.47, -1.70, -1.46], [1.23, -0.90, -0.52], [0.93, 0.39, -0.27], [0.03, 0.97, -0.83], [1.83, 1.04, 0.77], [3.28, 0.72, 0.54], [3.94, -0.22, 1.32], [5.27, -0.54, 1.07], [5.94, 0.10, 0.04], [7.59, -0.29, -0.27], [5.29, 1.04, -0.75], [3.97, 1.35, -0.49], [-3.87, 0.45, 0.06], [-4.82, 1.38, 0.42], [-4.41, 2.61, -0.15], [-3.25, 2.34, -0.82], [-2.92, 1.05, -0.70], [-5.07, -1.06, 2.09], [-5.88, -1.40, 0.56], [-4.78, -2.61, 1.27], [-1.55, -0.44, -0.79], [1.11, -2.50, -1.85], [0.15, -1.05, -2.28], [1.94, -1.37, 0.03], [1.51, 0.69, 1.75], [1.66, 2.12, 0.72], [3.43, -0.71, 2.13], [5.78, -1.26, 1.68], [5.83, 1.53, -1.55], [3.47, 2.08, -1.11], [-5.69, 1.22, 1.02], [-4.91, 3.55, -0.07], [-2.59, 2.96, -1.39]], "mulliken_charge": [-1.40, 0.55, -0.94, 0.31, 0.53, -0.62, -0.84, 0.01, 0.63, -0.67, -1.05, 0.27, -0.20, -0.70, 0.37, -0.21, -0.71, -0.29, 0.60, -0.44, -0.65, -0.49, -0.26, 0.30, 0.32, 0.40, 0.47, 0.42, 0.33, 0.23, 0.34, 0.31, 0.40, 0.41, 0.41, 0.43, 0.49, 0.44, 0.51]}

{"formula": "C4H8BrOP", "method": "ωB97M-V with the def2-TZVPD basis set", "homo_energy_ev": [-8.32, -8.31], "multiplicity": 1, "relative_energy_ev": 2.715, "total_charge": 0, "lumo_energy_ev": [-0.236, -0.235], "species": ["C", "C", "C", "C", "O", "P", "Br", "H", "H", "H", "H", "H", "H", "H", "H"], "coordinates": [[-1.55, 0.75, 2.09], [-0.91, 1.16, 1.00], [1.31, -1.51, -1.97], [0.16, 0.38, 0.41], [0.71, -0.62, 1.28], [-0.83, -0.44, -0.94], [-0.80, 1.23, -2.40], [-2.31, 1.38, 2.50], [-1.40, -0.22, 2.46], [-1.09, 2.12, 0.42], [1.03, -1.58, -3.03], [1.35, -2.32, -1.22], [1.83, -0.65, -1.50], [0.98, 1.11, 0.13], [1.50, -0.80, 0.77]], "mulliken_charge": [-0.75, -0.31, -0.98, -0.03, -0.53, 0.28, -0.20, 0.29, 0.30, 0.28, 0.35, 0.30, 0.27, 0.39, 0.32]}

{"formula": "C4H5N3S", "method": "ωB97M-V with the def2-TZVPD basis set", "homo_energy_ev": -8.33, "multiplicity": 1, "relative_energy_ev": 6.643, "total_charge": 0, "lumo_energy_ev": 0.377, "species": ["C", "C", "C", "N", "N", "S", "N", "C", "H", "H", "H", "H", "H"], "coordinates": [[1.41, 1.97, -0.45], [0.89, 0.84, -0.72], [0.46, -0.56, -0.64], [1.37, -1.34, -0.12], [2.58, -1.10, 0.32], [-1.12, -0.93, -0.93], [-2.01, 0.04, 0.29], [-3.24, 0.00, 0.27], [1.43, 3.06, -0.15], [3.08, -1.75, 0.75], [2.85, -0.16, 0.40], [-4.05, -0.57, -0.43], [-3.67, 0.49, 1.42]], "mulliken_charge": [-0.32, -0.15, 0.44, -0.23, -0.25, -0.12, -0.25, -0.20, 0.32, 0.19, 0.16, 0.21, 0.19]}

{"formula": "C4H3N3", "method": "ωB97M-V with the def2-TZVPD basis set", "homo_energy_ev": -9.23, "multiplicity": 1, "relative_energy_ev": 2.693, "total_charge": 0, "lumo_energy_ev": 0.369, "species": ["N", "C", "C", "N", "C", "C", "N", "H", "H", "H"], "coordinates": [[-2.96, -0.02, -1.52], [-2.00, 0.12, -0.90], [-0.78, 0.25, -0.15], [-0.63, 0.81, 1.01], [0.74, 0.67, 1.33], [1.33, 0.00, 0.27], [0.38, -0.31, -0.64], [1.06, -0.30, 1.83], [2.38, -0.26, 0.20], [0.47, -0.94, -1.42]], "mulliken_charge": [-0.38, 0.23, 0.37, -0.44, -0.22, -0.32, -0.09, 0.19, 0.44, 0.22]}

{"formula": "C3H9N2O", "method": "ωB97M-V with the def2-TZVPD basis set", "homo_energy_ev": -14.97, "multiplicity": 1, "relative_energy_ev": 0.670, "total_charge": 1, "lumo_energy_ev": -3.508, "species": ["C", "C", "N", "C", "N", "O", "H", "H", "H", "H", "H", "H", "H", "H", "H"], "coordinates": [[0.69, -0.99, -1.20], [-0.26, -0.14, -0.38], [-1.09, -0.96, 0.56], [0.47, 0.82, 0.61], [0.29, 2.15, 0.45], [0.88, 0.34, 1.65], [1.61, -0.43, -1.34], [1.01, -1.89, -0.67], [0.30, -1.26, -2.17], [-0.93, 0.48, -0.97], [-1.98, -0.52, 0.78], [-1.25, -1.96, 0.38], [-0.59, -0.95, 1.47], [0.53, 2.71, 1.26], [0.32, 2.61, -0.44]], "mulliken_charge": [-1.38, 0.38, -0.39, 0.30, -0.36, -0.60, 0.36, 0.43, 0.36, 0.33, 0.36, 0.34, 0.36, 0.27, 0.24]}

{"formula": "C20H46GdOP4", "method": "ωB97M-V with the def2-TZVPD basis set", "homo_energy_ev": [-16.94, -16.43], "s2": 16.845, "multiplicity": 8, "total_charge": 3, "lumo_energy_ev": [-10.558, -11.217], "species": ["Gd", "P", "P", "P", "H", "C", "C", "H", "C", "C", "C", "C", "C", "C", "C", "C", "C", "H", "H", "H", "H", "H", "H", "H", "H", "H", "H", "H", "H", "H", "H", "H", "H", "H", "H", "H", "H", "H", "H", "H", "H", "H", "H", "H", "H", "H", "C", "C", "C", "C", "C", "C", "O", "H", "H", "H", "H", "H", "H", "C", "P", "C", "C", "H", "H", "H", "H", "H", "H", "H", "H", "H"], "coordinates": [[-1.39, 0.17, -0.46], [-1.96, -2.02, 1.03], [1.09, -0.61, 2.36], [1.40, -1.82, -1.07], [-1.22, 4.32, -2.44], [-1.47, 3.40, -3.00], [-2.34, 2.42, -2.70], [-3.14, 2.51, -1.94], [-3.51, -1.48, 1.88], [-1.35, -3.34, 2.10], [-2.69, -2.96, -0.37], [2.70, 0.28, 2.42], [0.41, -0.42, 4.10], [1.88, -2.25, 2.59], [1.16, -1.86, -2.90], [1.36, -3.67, -0.81], [3.18, -1.31, -1.06], [-1.03, 3.35, -4.00], [-2.36, 1.53, -3.39], [-4.00, -0.67, 1.32], [-3.30, -1.14, 2.90], [-4.17, -2.36, 1.91], [-1.07, -2.96, 3.09], [-0.49, -3.84, 1.64], [-2.18, -4.06, 2.20], [-3.19, -2.30, -1.10], [-3.43, -3.63, 0.08], [-1.92, -3.54, -0.89], [3.29, -0.08, 3.26], [2.56, 1.36, 2.49], [3.24, 0.05, 1.49], [1.03, -0.96, 4.83], [-0.60, -0.85, 4.12], [0.36, 0.63, 4.42], [2.89, -2.08, 3.02], [2.00, -2.77, 1.62], [1.30, -2.87, 3.28], [1.77, -2.69, -3.33], [1.42, -0.91, -3.40], [0.09, -2.07, -3.10], [1.47, -4.18, -1.78], [0.37, -3.92, -0.38], [2.16, -4.02, -0.13], [3.72, -1.70, -1.94], [3.72, -1.63, -0.14], [3.21, -0.20, -1.08], [0.62, 1.60, -2.88], [1.59, 2.61, -2.93], [2.34, 2.71, -4.11], [2.00, 2.03, -5.30], [0.91, 1.15, -5.30], [0.09, 1.11, -4.16], [0.04, 1.22, -1.75], [0.54, 0.26, 0.51], [1.84, 3.24, -2.05], [3.12, 3.45, -4.15], [2.60, 2.14, -6.25], [0.70, 0.67, -6.25], [-0.96, 0.72, -4.15], [-2.05, 1.54, 3.60], [-1.22, 1.84, 1.95], [-1.90, 3.35, 1.08], [0.14, 2.85, 2.64], [-2.80, 0.73, 3.51], [-2.52, 2.45, 4.00], [-1.27, 1.20, 4.31], [-1.62, 4.28, 1.60], [-1.41, 3.41, 0.08], [-3.00, 3.33, 0.95], [0.94, 2.96, 1.90], [-0.26, 3.85, 2.85], [0.58, 2.47, 3.56]], "mulliken_charge": [0.17, 0.86, 1.27, 1.08, 0.34, -0.54, -1.03, 0.59, -1.30, -1.31, -1.34, -1.38, -1.48, -1.19, -1.34, -1.26, -1.33, 0.37, 0.40, 0.42, 0.24, 0.55, 0.34, 0.30, 0.58, 0.47, 0.47, 0.35, 0.51, 0.34, 0.29, 0.54, 0.39, 0.49, 0.52, -0.11, 0.51, 0.52, 0.21, 0.35, 0.44, 0.12, 0.51, 0.45, 0.39, 0.30, 0.09, -0.29, -0.66, -0.38, -0.57, 0.08, 0.05, -0.05, 0.46, 0.49, 0.43, 0.52, 0.11, -1.17, 1.18, -1.27, -1.44, 0.27, 0.43, 0.32, 0.43, 0.28, 0.39, 0.32, 0.53, 0.42]}

{"formula": "C2H6N2S2", "method": "ωB97M-V with the def2-TZVPD basis set", "homo_energy_ev": -8.35, "multiplicity": 1, "relative_energy_ev": 1.604, "total_charge": 0, "lumo_energy_ev": 0.283, "species": ["C", "C", "N", "S", "N", "S", "H", "H", "H", "H", "H", "H"], "coordinates": [[-1.05, -1.27, -0.25], [-0.27, 0.08, -0.24], [-1.01, 1.10, -0.61], [-0.06, 2.56, -0.43], [0.99, 0.06, 0.27], [1.99, -1.24, 1.05], [-2.09, -1.21, -0.48], [-0.45, -1.91, -0.89], [-0.90, -1.75, 0.79], [-0.67, 3.29, -1.44], [1.57, 0.79, -0.11], [1.94, -0.50, 2.34]], "mulliken_charge": [-1.03, 0.90, -0.46, -0.27, -0.47, -0.15, 0.31, 0.29, 0.28, 0.16, 0.26, 0.19]}

no.,E (a.u.)
1,-1469.4824
2,-3147.7076
3,-717.6495
4,-318.3858
5,-304.2257
6,-2994.8200
7,-985.6246